1.
128
Properties=species:S:1:pos:R:3 method="wB97M-V/def2-TZVPD" e_above_lowest_kj_mol=60.62 total_charge=+1 max_force_ha_per_bohr=0.0156 e_homo_ev=-9.587 multiplicity=1 homo_lumo_gap_ev=6.45
Pt -1.350 2.872 0.749
S -0.461 6.703 -1.290
C 0.969 6.403 -0.348
C 2.113 7.193 -0.268
C 3.054 6.863 0.683
C 2.851 5.774 1.543
C 1.743 4.963 1.428
C 0.797 5.273 0.453
N -0.425 4.634 0.230
C -1.198 5.338 -0.570
C -2.623 5.035 -0.526
C -3.633 5.852 -1.018
C -4.940 5.623 -0.614
C -5.216 4.604 0.289
C -4.211 3.761 0.757
C -2.912 3.962 0.330
H 2.238 8.056 -0.908
H 3.940 7.472 0.791
H 3.578 5.570 2.316
H 1.574 4.140 2.108
H -3.398 6.681 -1.675
H -5.736 6.260 -0.974
H -6.232 4.461 0.635
H -4.449 2.961 1.446
C 6.608 0.967 1.639
Si 4.846 1.517 1.907
C 4.815 3.104 2.895
C 3.908 0.201 2.857
C 4.091 1.831 0.211
Te 1.956 1.771 0.103
C 1.823 2.715 -1.820
Si 0.979 1.642 -3.107
C 1.102 2.505 -4.759
C -0.803 1.429 -2.590
C 1.846 -0.005 -3.206
H 7.108 0.820 2.599
H 7.182 1.706 1.077
H 6.649 0.022 1.095
H 5.553 3.059 3.698
H 3.837 3.259 3.356
H 5.046 3.971 2.276
H 3.957 0.410 3.927
H 4.342 -0.785 2.692
H 2.852 0.153 2.577
H 4.430 1.088 -0.511
H 4.393 2.818 -0.145
H 2.852 2.939 -2.107
H 1.299 3.664 -1.688
H 0.601 3.474 -4.755
H 0.647 1.901 -5.547
H 2.147 2.666 -5.031
H -0.881 1.262 -1.509
H -1.397 2.312 -2.837
H -1.259 0.567 -3.072
H 2.883 0.122 -3.526
H 1.354 -0.660 -3.928
H 1.841 -0.506 -2.236
C 3.405 -4.968 0.224
C 2.604 -3.752 -0.278
C 3.278 -2.474 0.241
C 2.725 -3.725 -1.807
Si 0.782 -3.871 0.318
Br -0.032 -1.725 0.217
C -0.346 -4.882 -0.864
C -0.550 -4.183 -2.217
C 0.246 -6.280 -1.114
C -1.739 -5.067 -0.244
C 0.598 -4.322 2.175
C -0.777 -3.940 2.752
C 0.790 -5.833 2.392
C 1.632 -3.552 3.012
H 4.429 -4.898 -0.156
H 2.991 -5.913 -0.133
H 3.467 -5.015 1.309
H 4.323 -2.472 -0.090
H 3.274 -2.412 1.326
H 2.802 -1.571 -0.145
H 3.782 -3.611 -2.066
H 2.190 -2.882 -2.244
H 2.377 -4.642 -2.278
H 0.363 -4.097 -2.796
H -0.974 -3.184 -2.097
H -1.254 -4.782 -2.805
H 1.214 -6.237 -1.611
H -0.426 -6.849 -1.763
H 0.370 -6.850 -0.194
H -2.156 -4.107 0.065
H -1.726 -5.731 0.618
H -2.409 -5.511 -0.987
H -1.602 -4.457 2.267
H -0.957 -2.865 2.691
H -0.795 -4.220 3.809
H 0.004 -6.413 1.909
H 0.742 -6.055 3.462
H 1.749 -6.197 2.026
H 1.561 -2.475 2.848
H 2.657 -3.862 2.818
H 1.433 -3.737 4.072
C -3.185 -1.307 -4.370
O -3.118 -1.139 -2.959
C -3.903 -0.172 -2.413
C -4.623 0.763 -3.139
C -5.468 1.644 -2.476
C -5.605 1.589 -1.100
C -4.869 0.671 -0.366
C -4.015 -0.198 -1.016
N -3.355 -1.274 -0.367
C -3.262 -1.575 0.914
C -3.239 -0.734 2.047
C -3.561 -1.340 3.297
C -3.467 -0.657 4.468
C -2.980 0.669 4.436
C -2.605 1.270 3.269
C -2.728 0.604 2.020
O -2.337 1.113 0.906
H -4.212 -1.503 -4.686
H -2.561 -2.165 -4.600
H -2.803 -0.427 -4.888
H -4.542 0.801 -4.215
H -6.032 2.367 -3.049
H -6.290 2.250 -0.592
H -4.983 0.614 0.707
H -3.076 -2.001 -1.018
H -3.170 -2.642 1.104
H -3.911 -2.365 3.292
H -3.743 -1.118 5.405
H -2.880 1.219 5.363
H -2.205 2.278 3.264

---

2.
137
Properties=species:S:1:pos:R:3 method="wB97M-V/def2-TZVPD" e_above_lowest_kj_mol=57.71 total_charge=-2 max_force_ha_per_bohr=0.0424 e_homo_ev="-0.858 / -1.056" multiplicity=3 homo_lumo_gap_ev="4.86 / 5.06"
Ti 0.404 0.276 -0.412
C -3.134 3.157 0.711
C -1.900 3.250 -0.193
C -1.776 4.654 -0.781
C -2.013 2.204 -1.262
C -2.972 2.235 -2.282
C -2.943 0.993 -2.865
C -3.947 0.576 -3.917
C -5.093 -0.256 -3.332
C -3.379 -0.078 -5.170
N -1.956 0.273 -2.269
N -1.374 1.035 -1.273
B -1.904 -1.284 -2.068
N -2.443 -1.592 -0.631
N -1.824 -1.041 0.446
C -2.396 -1.541 1.526
C -3.398 -2.462 1.159
C -3.385 -2.473 -0.224
C -4.187 -3.345 -1.146
C -5.689 -3.144 -0.932
C -3.799 -4.814 -0.962
C -1.922 -1.136 2.898
C -2.183 0.341 3.176
C -2.547 -2.006 3.982
N -0.496 -1.960 -2.162
N 0.258 -1.943 -1.019
C 1.122 -2.935 -1.101
C 0.976 -3.595 -2.330
C -0.045 -2.945 -2.979
C -0.433 -3.185 -4.406
C -0.196 -1.913 -5.220
C -1.816 -3.815 -4.622
C 2.034 -3.300 0.031
C 2.200 -4.821 0.102
C 1.545 -2.754 1.368
H -3.049 3.864 1.541
H -3.241 2.157 1.125
H -4.041 3.392 0.145
H -1.026 3.026 0.414
H -2.712 4.953 -1.264
H -0.978 4.703 -1.519
H -1.556 5.380 0.005
H -3.642 3.042 -2.532
H -4.385 1.529 -4.228
H -4.743 -1.239 -3.027
H -5.883 -0.390 -4.077
H -5.520 0.234 -2.456
H -3.058 -1.094 -4.971
H -2.523 0.476 -5.557
H -4.148 -0.115 -5.947
H -2.614 -1.772 -2.887
H -4.034 -3.042 1.809
H -3.946 -3.075 -2.173
H -5.975 -3.469 0.072
H -6.267 -3.725 -1.656
H -5.963 -2.094 -1.033
H -4.065 -5.154 0.042
H -2.723 -4.947 -1.086
H -4.314 -5.448 -1.689
H -0.833 -1.263 2.924
H -3.261 0.538 3.196
H -1.715 0.958 2.410
H -1.745 0.631 4.133
H -3.627 -1.833 4.047
H -2.108 -1.761 4.951
H -2.385 -3.070 3.790
H 1.558 -4.415 -2.718
H 0.292 -3.929 -4.751
H -0.718 -1.069 -4.778
H -0.533 -2.040 -6.253
H 0.865 -1.651 -5.205
H -2.624 -3.138 -4.360
H -1.928 -4.716 -4.015
H -1.938 -4.091 -5.674
H 3.010 -2.868 -0.184
H 1.227 -5.305 0.219
H 2.821 -5.088 0.961
H 2.672 -5.229 -0.795
H 0.566 -3.179 1.618
H 1.446 -1.667 1.379
H 2.249 -3.005 2.165
O 1.101 3.253 -1.111
B 1.075 2.328 0.055
O 1.648 3.123 1.108
C 1.991 4.334 0.628
C 2.558 5.391 1.298
C 2.798 6.562 0.568
C 2.463 6.648 -0.778
C 1.881 5.564 -1.447
C 1.659 4.416 -0.722
H 2.806 5.307 2.348
H 3.243 7.417 1.064
H 2.657 7.566 -1.322
H 1.609 5.628 -2.494
C 5.220 -1.443 0.028
C 5.462 -0.841 -1.352
C 6.459 -1.693 -2.124
C 5.999 0.578 -1.190
O 4.272 -0.885 -2.168
P 2.939 0.012 -1.982
O 1.954 -0.386 -3.017
O 2.524 -0.031 -0.534
O 3.467 1.500 -2.279
C 3.564 2.046 -3.597
C 4.272 1.097 -4.560
C 2.178 2.377 -4.131
C 4.377 3.319 -3.406
H 6.110 -1.298 0.645
H 5.034 -2.515 -0.049
H 4.369 -0.975 0.522
H 7.397 -1.777 -1.570
H 6.659 -1.246 -3.100
H 6.046 -2.690 -2.280
H 6.935 0.534 -0.629
H 5.295 1.209 -0.648
H 6.194 1.038 -2.157
H 3.719 0.159 -4.653
H 5.283 0.871 -4.225
H 4.330 1.576 -5.539
H 1.559 1.480 -4.141
H 2.269 2.769 -5.147
H 1.691 3.120 -3.495
H 5.378 3.081 -3.041
H 3.889 3.966 -2.676
H 4.464 3.855 -4.355
Se 1.446 0.399 3.491
C 0.743 0.086 5.222
C 0.646 1.115 6.179
C 0.126 0.894 7.446
C -0.335 -0.365 7.822
C -0.257 -1.398 6.893
C 0.269 -1.177 5.628
H 0.989 2.103 5.896
H 0.077 1.716 8.154
H -0.745 -0.536 8.810
H -0.616 -2.388 7.157
H 0.333 -1.995 4.920

---

3.
127
Properties=species:S:1:pos:R:3 method="wB97M-V/def2-TZVPD" e_above_lowest_kj_mol=151.25 total_charge=0 max_force_ha_per_bohr=0.0645 e_homo_ev="-6.887 / -7.126" multiplicity=6 homo_lumo_gap_ev="5.84 / 6.13"
Mn 0.371 1.172 1.135
C 2.500 2.175 2.101
C 2.045 1.163 3.011
C 0.569 1.485 3.235
C 0.420 2.789 2.658
C 1.476 3.092 1.811
C 1.693 4.368 0.978
C 2.983 4.961 1.502
C 0.599 5.393 1.054
C 1.823 4.051 -0.484
C -0.353 0.960 4.335
C 0.036 1.672 5.632
C -0.310 -0.555 4.554
C -1.769 1.277 3.973
C 3.003 0.049 3.507
C 2.638 -1.409 3.154
C 4.419 0.224 2.924
C 3.228 0.090 5.039
H 3.440 2.083 1.489
H -0.457 3.378 2.806
H 2.961 5.012 2.599
H 3.103 5.922 1.031
H 3.896 4.367 1.236
H 0.445 5.778 2.091
H -0.340 5.006 0.657
H 0.966 6.241 0.416
H 2.420 3.118 -0.677
H 2.455 4.869 -0.976
H 0.867 3.943 -0.984
H 1.110 1.441 5.946
H -0.590 1.372 6.456
H -0.025 2.734 5.575
H 0.439 -0.858 5.278
H -0.205 -1.072 3.615
H -1.234 -0.819 5.103
H -1.936 2.380 3.767
H -2.415 0.959 4.801
H -2.054 0.695 3.130
H 2.513 -1.583 2.083
H 1.743 -1.842 3.678
H 3.440 -2.063 3.407
H 4.410 0.337 1.830
H 5.010 -0.638 3.226
H 4.864 1.124 3.370
H 2.417 -0.305 5.642
H 3.321 1.178 5.278
H 4.187 -0.329 5.415
C -4.347 -2.039 -2.984
C -3.349 -1.050 -3.665
C -4.113 -0.160 -4.599
C -2.315 -1.796 -4.439
C -2.692 -0.111 -2.656
C -1.337 -0.079 -2.369
C -0.883 0.819 -1.389
N 0.334 0.835 -0.919
C 1.217 -0.312 -0.867
C 1.954 -0.903 -2.058
C 1.515 -2.295 -2.503
C 0.599 -2.955 -1.747
C 0.157 -2.549 -0.399
C 0.397 -1.280 0.010
O 0.079 -0.721 1.119
C -0.723 -3.617 0.371
C -2.112 -3.751 -0.379
C -0.008 -4.959 0.437
C -1.174 -3.138 1.774
C 1.988 -2.827 -3.889
C 1.713 -1.878 -5.062
C 3.496 -3.161 -3.756
C 1.307 -4.228 -4.189
C -1.749 1.758 -0.711
O -1.311 2.366 0.309
C -3.162 1.804 -1.095
C -3.548 0.802 -1.942
C -4.194 2.650 -0.444
C -5.557 2.249 -0.927
C -4.151 2.679 1.089
C -4.034 4.088 -0.938
H -4.994 -2.543 -3.758
H -5.063 -1.608 -2.291
H -3.748 -2.848 -2.441
H -4.514 -0.783 -5.386
H -3.418 0.592 -4.923
H -4.934 0.382 -4.170
H -2.759 -2.585 -5.108
H -1.616 -2.317 -3.791
H -1.728 -1.046 -4.980
H -0.639 -0.838 -2.750
H 1.991 -0.204 -2.924
H 0.217 -3.914 -2.037
H -1.956 -4.099 -1.453
H -2.561 -2.768 -0.421
H -2.736 -4.494 0.136
H 0.433 -5.238 -0.522
H -0.707 -5.682 0.802
H 0.824 -4.844 1.134
H -1.778 -2.246 1.659
H -0.427 -2.801 2.466
H -1.702 -3.985 2.166
H 2.222 -0.971 -4.864
H 0.618 -1.712 -5.159
H 2.237 -2.365 -5.901
H 4.038 -2.335 -3.309
H 3.943 -3.458 -4.732
H 3.600 -4.025 -3.118
H 0.221 -4.132 -4.145
H 1.624 -4.992 -3.486
H 1.629 -4.510 -5.205
H -4.612 0.713 -2.049
H -5.850 1.207 -0.682
H -5.641 2.420 -2.076
H -6.407 2.812 -0.528
H -4.054 1.676 1.514
H -5.036 3.089 1.534
H -3.291 3.256 1.442
H -4.177 4.092 -2.003
H -3.068 4.552 -0.698
H -4.825 4.734 -0.478
C 3.788 -1.935 -0.410
C 3.200 -0.703 -1.115
N 4.279 0.166 -1.503
O 2.429 -0.016 -0.152
H 4.569 -2.374 -1.030
H 3.104 -2.662 -0.026
H 4.310 -1.544 0.480
H 4.974 0.179 -0.768
H 3.873 1.085 -1.531